# 1
Here is 2 unconnected molecules or ions with the total composition C3H3Cl3O2 from the Open Molecules 2025 dataset. Energies are from wB97M-V/def2-TZVPD.

Geometry (Å):
Cl -0.8584 -1.9675 -0.2189
Cl -0.6472 2.8669 2.2076
Cl -0.0045 -1.5946 -2.9372
O -0.8484 0.4220 1.9108
O -1.0678 1.5566 0.0263
C 1.4284 -0.7089 -0.8398
C -0.8930 1.5463 1.1953
C 0.2745 -1.2425 -1.2406
H 1.3747 -0.3325 0.1099
H -0.9320 -0.2780 1.2810
H 2.1737 -0.2677 -1.4944

Output
Frontier orbital gap (spin up / spin down)   6.96 / 8.55 eV
Highest occupied orbital energy (spin up / spin down)   -6.408 / -11.383 eV
2S+1   3

Mulliken atomic charge list, values in e, 8 entries: atom 1 (Cl): -0.197, atom 2 (Cl): -0.139, atom 3 (Cl): -0.181, atom 4 (O): -0.347, atom 5 (O): -0.402, atom 6 (C): -0.871, atom 7 (C): 0.659, atom 8 (C): 0.573


# 2
Here is a gas-phase ion, C3H3N2S (charge +1) from the Open Molecules 2025 dataset. Energies are from wB97M-V/def2-TZVPD.

Geometry (Å):
S 1.0142 -1.1853 -0.2070
N -0.7100 1.0185 0.9917
N 0.4848 1.3428 0.6641
C 1.3269 0.6226 0.0989
C -0.5225 -1.1587 -0.7336
C -1.8195 0.7437 1.2493
H 2.3108 0.9966 -0.1379
H -1.0534 -2.0990 -0.8210
H -1.0312 -0.2811 -1.1046

Output
Frontier orbital gap (spin up / spin down)   6.84 / 6.71 eV
Highest occupied orbital energy (spin up / spin down)   -13.002 / -16.648 eV
Charge   +1
2S+1   3
ΔE to the lowest compared entry with this formula, charge and spin   2.1095 eV

Mulliken atomic charge list, values in e, 8 entries: atom 1 (S): 0.165, atom 2 (N): 0.290, atom 3 (N): -0.094, atom 4 (C): -0.056, atom 5 (C): -0.708, atom 6 (C): 0.090, atom 7 (H): 0.461, atom 8 (H): 0.338


# 3
Here is a molecular structure, C14H12Cl3N5O4Re from the Open Molecules 2025 dataset. Energies are from wB97M-V/def2-TZVPD.

Geometry (Å):
Re 0.9856 -0.1865 -0.0238
Cl -1.6986 3.6501 -1.3330
Cl 0.9618 -0.8397 -2.3361
Cl -0.4380 2.4272 -6.4242
O 2.8854 0.6572 -0.4948
O -0.2711 1.1409 -0.6997
O 2.6778 -1.3297 0.3222
O 4.6750 -0.5705 -0.1796
N 1.0726 0.6489 1.8642
N 3.5315 -0.4216 -0.1303
N 0.0272 0.8133 2.7071
N -2.3000 -0.8663 -0.6212
N -0.4653 -1.5170 0.6802
C -2.5429 -2.6987 0.8854
C 0.2314 0.6453 -2.9892
C 0.2286 0.8833 -4.3429
C -0.6534 -3.3671 2.2091
C -2.0025 -3.5273 1.8188
C -0.3206 1.4671 -2.0312
C 2.1427 1.1826 2.4943
C 0.4127 1.4240 3.8269
C -0.9890 2.9004 -3.8344
C 0.0606 -2.3830 1.6313
C 1.7704 1.6732 3.7317
C -1.7660 -1.6733 0.3019
C -0.9564 2.6102 -2.4813
C -0.3959 2.0466 -4.7563
H -2.6087 -4.3062 2.2641
H -3.5746 -2.7965 0.5732
H 3.1146 1.2109 2.0290
H 2.4034 2.1520 4.4593
H -0.9050 0.5408 2.4361
H 0.6850 0.2094 -5.0556
H -0.1872 -4.0158 2.9366
H -0.2921 1.6447 4.6139
H -3.2667 -0.9918 -0.8740
H -1.4790 3.8029 -4.1737
H 1.1049 -2.2418 1.8781
H -1.8582 0.0019 -0.8820

Output
Frontier orbital gap (spin up / spin down)   8.04 / 6.11 eV
Highest occupied orbital energy (spin up / spin down)   -14.742 / -14.861 eV
Charge   +2
2S+1   4
ΔE to the lowest compared entry with this formula, charge and spin   0.0784 eV

Mulliken atomic charge list, values in e, 8 entries: atom 1 (Re): 1.374, atom 2 (Cl): -0.147, atom 3 (Cl): -0.164, atom 4 (Cl): -0.134, atom 5 (O): -0.556, atom 6 (O): -0.584, atom 7 (O): -0.561, atom 8 (O): -0.435


# 4
Here is 29 unconnected molecules or ions with the total composition C39H39BrCl84O3 from the Open Molecules 2025 dataset. Energies are from wB97M-V/def2-TZVPD.

Geometry (Å):
Br 1.3936 2.4634 -3.7078
Cl -6.1775 2.2854 1.9912
Cl 6.4828 -6.0113 -1.7061
Cl -2.9684 0.6117 -2.2755
Cl -5.2922 -0.3793 -5.6764
Cl -12.4875 8.5437 -4.3814
Cl 7.8906 -3.6896 -0.6816
Cl 3.8943 -1.0191 4.5487
Cl 8.6743 -2.7984 2.8603
Cl 5.1684 -2.1721 11.7369
Cl 3.7194 -10.3484 9.3543
Cl -5.1723 -1.4272 -2.3706
Cl 4.4455 -1.7967 -8.4360
Cl -0.6123 -0.8469 -7.0193
Cl -11.1347 9.1654 -1.2439
Cl 6.6664 2.6056 -11.3377
Cl -5.1025 -2.1792 10.5095
Cl 12.5882 0.5881 -9.3212
Cl -9.4501 11.3227 -2.2144
Cl 0.4066 11.6644 -3.3287
Cl -8.5501 -2.9427 3.0452
Cl 4.0531 -5.2610 8.7302
Cl 5.6299 -2.9964 7.7998
Cl 1.6631 7.5504 -2.9740
Cl -7.6792 -1.3206 9.4840
Cl -0.5723 -0.3986 2.4369
Cl 4.3377 1.0964 -10.4783
Cl -9.7349 8.0113 -5.1417
Cl -1.5504 -2.3305 -9.3298
Cl -5.6631 6.2008 -2.0635
Cl -9.9432 -5.2621 1.9954
Cl -2.8345 6.9414 2.3673
Cl -4.0701 -5.0750 5.0047
Cl 6.8660 -5.6039 8.1047
Cl 4.6984 3.8507 -1.8680
Cl -7.0624 4.2811 0.0741
Cl 0.0541 5.2291 -2.3042
Cl 4.8677 -8.3883 7.5509
Cl 7.9791 -8.8959 12.5650
Cl -12.2020 11.8556 -1.4669
Cl 3.2196 -1.8317 9.6126
Cl 2.9089 -0.3867 12.1130
Cl 4.6145 -3.4841 -6.0772
Cl 5.3945 -11.2152 7.1462
Cl 6.2756 3.1007 -4.1869
Cl 6.5131 -4.5135 3.7672
Cl -1.7006 2.8731 -3.5850
Cl -7.5037 -3.6639 11.1888
Cl -1.8837 -3.4368 -6.6662
Cl -2.2972 6.3874 -0.4339
Cl -0.3800 9.7602 -5.3760
Cl 8.8890 -7.8490 10.0163
Cl 6.3527 -6.9645 11.1312
Cl 5.9144 -2.0953 2.2772
Cl 1.5778 -6.9035 7.3483
Cl -4.6206 2.8109 -0.4087
Cl -4.9155 -3.3822 7.2059
Cl -1.2390 -6.5526 7.9870
Cl 0.3354 -4.3090 7.0275
Cl -6.0085 -2.9638 4.5470
Cl 2.9206 -3.5525 5.5560
Cl -1.5386 4.4593 1.6083
Cl -4.6706 -2.4923 0.2334
Cl 5.8833 5.9056 -3.5431
Cl -6.1456 -2.3013 -7.6778
Cl -5.5863 8.9371 -3.0322
Cl 1.3273 -1.1509 5.9017
Cl 0.8924 5.6696 -5.0488
Cl 2.1253 -3.3099 -7.5655
Cl -8.0336 7.8637 -1.8982
Cl 1.8235 3.9337 -8.8551
Cl 10.2896 -1.0980 -8.7664
Cl -6.8841 -2.6849 -4.8955
Cl -2.9407 -1.9919 3.1349
Cl -11.4331 -2.8651 2.6819
Cl 3.1756 2.8154 -6.5435
Cl -7.3893 -1.7498 -0.4896
Cl -11.4173 5.8490 -4.1726
Cl -0.9234 2.1311 -0.8956
Cl -1.2057 9.3563 -2.6236
Cl -3.1681 0.3837 1.4712
Cl 6.8179 0.9187 -8.9830
Cl 4.9949 -3.7916 -0.5685
Cl 9.9186 1.4909 -10.0263
Cl 1.0727 1.3041 -7.9013
O 4.7896 -0.5774 -1.6729
O 2.4093 -0.1196 -3.6732
O 0.8011 0.3160 -2.1276
C 6.1040 1.1140 -10.5818
C 2.9924 1.1446 0.1555
C 6.4304 -4.2598 -1.4847
C -6.8333 -2.0685 10.8401
C 0.4100 6.4407 -3.5316
C 7.0060 -2.8497 3.4391
C 1.9386 -0.6002 2.1213
C 2.9683 -1.8124 5.8205
C 2.3711 1.6369 1.2956
C 2.3224 -1.5337 -3.3815
C -1.4714 1.5347 -2.4610
C 7.4821 -8.3141 10.9747
C -5.8503 -2.4058 -1.0681
C -9.9053 -3.4979 2.0607
C -1.8428 -1.9567 -7.6302
C 3.6941 -0.8697 -1.2568
C 0.9557 -2.1813 -3.7317
C 2.5695 -1.0811 0.9763
C 10.8807 0.5629 -8.8747
C -5.4105 -4.1592 5.7009
C -2.2990 -0.3721 2.8065
C -6.5700 -1.4974 -6.1643
C 2.7970 -1.9291 -1.9484
C -6.2428 2.7326 0.2848
C -2.7166 5.6844 1.1316
C 1.5044 0.6168 -3.0458
C 3.0834 -0.2193 0.0019
C 4.2138 -10.0204 7.6902
C 1.8480 0.7957 2.2434
C -10.7659 10.8921 -1.1226
C 3.8866 -3.2881 -7.6765
C 2.4043 2.4509 -8.0904
C 0.3543 -5.7909 7.9775
C -11.0511 7.5726 -4.0466
C 5.6480 -4.4961 8.7348
C -6.5823 7.4916 -2.8332
C 5.1644 4.2938 -3.5114
C 3.4661 -1.8800 11.3589
C -0.8527 10.5545 -3.8705
H 3.3146 -2.9068 -1.9523
H 6.3747 -3.7944 -2.4615
H -3.6852 5.2066 1.0399
H 4.2700 4.3089 -4.1233
H 3.1508 2.0034 -8.7367
H 1.5420 -1.3234 2.8193
H 0.6166 -5.5402 8.9982
H 1.8797 -2.0723 -1.3577
H 5.9047 -4.2519 9.7592
H 6.9730 -9.1211 10.4611
H -6.8033 1.9714 -0.2448
H -9.7689 -3.1252 1.0528
H -0.4908 7.0134 -3.7138
H -6.0297 -3.4015 -1.4556
H -0.7063 0.8791 -2.8609
H 3.4582 -1.6234 6.7678
H 3.0391 -2.0154 -4.0586
H -6.8904 7.1531 -3.8153
H -6.9722 -1.4438 11.7134
H -7.4759 -0.9268 -6.3258
H -2.4550 0.2281 3.6950
H 2.6371 -2.1633 0.8492
H 0.6393 -2.7907 -2.8695
H 2.8847 -2.7008 11.7602
H 6.4157 0.2805 -11.1995
H -10.7323 7.7797 -3.0300
H 10.7786 1.0229 -7.8997
H 0.1577 -1.4566 -3.9095
H 2.2569 2.7157 1.4110
H 1.0734 -2.8913 -4.5579
H 4.1981 -4.1213 -8.2938
H 3.3701 1.8200 -0.6111
H 6.9524 -2.2915 4.3664
H -1.7531 11.1263 -4.0564
H 3.3394 -10.0934 7.0550
H 1.3362 1.1788 3.1240
H -6.2152 -4.8491 5.9229
H -2.8084 -1.4724 -7.5494
H -10.4501 11.0999 -0.1080

Output
Frontier orbital gap   9.25 eV
Highest occupied orbital energy   -9.195 eV

Mulliken atomic charge list, values in e, 8 entries: atom 1 (Br): 0.097, atom 2 (Cl): -0.124, atom 3 (Cl): -0.140, atom 4 (Cl): 0.125, atom 5 (Cl): -0.077, atom 6 (Cl): -0.112, atom 7 (Cl): -0.108, atom 8 (Cl): -0.107


# 5
Here is C11H14N6O3S2 in the gas phase from the Open Molecules 2025 dataset. Energies are from wB97M-V/def2-TZVPD.

Geometry (Å):
S 1.1093 -2.3119 0.2470
S -4.3199 -1.5349 0.2435
O 5.2726 0.2204 1.6408
O 4.8849 -0.2105 -0.5295
O -1.2435 -3.2802 -0.3486
N -1.1525 -1.0316 -0.5954
N -3.2023 0.7631 -0.7252
N 0.7684 0.2100 -0.0972
N -4.8809 1.1046 0.6440
N -3.3878 2.0865 -0.6212
N 2.0211 0.0799 0.3164
C -5.9585 0.8640 1.5585
C -3.2302 -2.1528 -1.0837
C -1.7830 -2.2349 -0.6360
C 4.7170 -0.3968 0.7749
C 5.6684 0.9159 -0.9323
C -4.0967 0.1738 0.0329
C 2.3832 -1.1306 0.5436
C 0.1460 -0.9163 -0.1916
C -4.3776 2.2889 0.1899
C 3.7316 -1.5316 1.0219
C 4.8336 2.1873 -0.9126
H -6.6169 0.0936 1.1546
H -3.5921 -3.1553 -1.3094
H 6.0083 0.6777 -1.9423
H 4.0575 -2.4247 0.4856
H -5.5708 0.5202 2.5197
H 4.5175 2.4049 0.1040
H -6.5170 1.7866 1.7028
H -3.3494 -1.4885 -1.9381
H 6.5279 1.0095 -0.2602
H 3.9473 2.0609 -1.5287
H 3.7048 -1.7469 2.0928
H -4.7594 3.2475 0.4711
H -1.6827 -0.1666 -0.8016
H 5.4216 3.0188 -1.2904

Output
Frontier orbital gap   9.14 eV
Highest occupied orbital energy   -8.872 eV
ΔE to the lowest compared entry with this formula, charge and spin   0.0000 eV
SMILES   CCOC(=O)Cc1nnc(NC(=O)CSc2nncn2C)s1

Mulliken atomic charge list, values in e, 8 entries: atom 1 (S): -0.147, atom 2 (S): -0.178, atom 3 (O): -0.596, atom 4 (O): -0.319, atom 5 (O): -0.644, atom 6 (N): 0.070, atom 7 (N): -0.089, atom 8 (N): -0.691


| no. | E (Ha) | largest force on an atom (eV/Å) |
| --- | --- | --- |
| 1 | -1647.0089 | 9.50 |
| 2 | -623.2634 | 3.29 |
| 3 | -2573.6350 | 0.87 |
| 4 | -42965.1511 | 2.04 |
| 5 | -1778.2147 | 1.73 |